No. 1
{
  "formula": "C51H54GeN6O5PW",
  "method": "ωB97M-V/def2-TZVPD",
  "elements": ["H", "P", "C", "H", "C", "H", "C", "H", "C", "W", "H", "C", "C", "C", "H", "H", "H", "H", "H", "C", "C", "H", "H", "H", "H", "H", "C", "H", "N", "C", "H", "C", "H", "H", "H", "N", "H", "C", "C", "C", "C", "H", "H", "C", "C", "N", "H", "C", "O", "H", "H", "C", "C", "H", "H", "C", "H", "C", "C", "C", "C", "H", "C", "O", "H", "C", "O", "C", "H", "H", "H", "H", "N", "C", "C", "C", "H", "N", "H", "O", "H", "H", "H", "H", "C", "C", "C", "C", "H", "H", "H", "C", "C", "N", "O", "C", "C", "H", "Ge", "H", "C", "H", "H", "H", "C", "C", "H", "H", "C", "H", "C", "H", "C", "C", "C", "H", "C", "C", "C"],
  "xyz": [[2.28595, -2.82897, 5.43802], [0.75197, -2.55214, 0.72178], [4.51973, 6.08116, 2.24751], [-2.90043, -0.01272, 1.68135], [-0.17355, 6.11619, -1.06404], [1.14710, 6.11952, -3.54382], [-0.16493, 7.26052, -0.26135], [-1.44059, 2.95071, -1.30499], [-0.86184, -3.46008, 4.34585], [-1.13500, -1.22104, -0.14016], [5.28544, 6.40144, 2.94560], [3.59783, 5.11526, 2.62435], [2.21762, -1.50433, 0.50656], [-0.57190, 2.35583, -1.01396], [-0.13614, -6.49553, -2.14710], [0.05907, -3.47329, 6.28704], [1.53291, -0.05534, 1.96288], [-5.72587, -4.23804, 4.61726], [3.21012, 2.75551, -1.82123], [2.31075, -0.31985, 1.25841], [1.88008, 5.32128, -3.61426], [2.50111, 5.89007, -5.59158], [-4.41923, -0.97810, 0.33600], [1.45633, 1.13656, -5.71571], [0.60684, 7.39364, 0.49185], [3.41945, 6.69832, -0.89909], [-1.17423, 5.97495, -2.03648], [5.17452, 7.40165, 0.68596], [-5.01791, -6.63097, 4.10279], [4.43068, 0.15419, 0.23119], [5.11113, -1.25522, -1.23675], [-5.32640, -6.20670, 2.87478], [-5.92133, -2.28716, 1.62674], [3.64744, 4.67833, 3.61643], [-4.95929, -8.00193, 1.96741], [-5.81302, -4.99147, 2.66271], [-5.33812, -0.92412, 2.54039], [2.06660, 4.44564, -2.53764], [2.15138, 0.21323, -3.99558], [1.11365, -4.16162, -0.01486], [4.33214, -1.00039, -0.52827], [3.15317, -2.72491, -1.00680], [3.05295, 1.56015, -5.20867], [1.45387, -2.93317, 4.74903], [2.60400, 4.71741, 1.73183], [-0.54926, -1.49553, -2.09219], [-1.47755, -3.39802, 2.28776], [2.27257, -4.82835, 0.38696], [-0.57786, 0.49896, 0.61221], [-5.31743, -6.70576, 0.89765], [-1.83209, -3.77216, 4.72087], [-3.58641, -2.88625, 0.30279], [-2.12423, 8.09143, -1.39635], [5.30060, 0.79479, 0.13170], [-3.74408, -3.38509, 3.13423], [3.22455, -1.82906, -0.40238], [-1.60321, -2.45218, -5.11661], [3.41583, 0.50312, 1.11968], [-2.14566, 6.95649, -2.20017], [0.24266, -4.76600, -0.92378], [-1.15880, 1.11727, -0.42625], [1.15622, -0.34883, -1.67830], [2.64407, 5.19454, -4.77153], [-2.40803, -2.69767, -0.30992], [1.87690, 3.97090, 2.04908], [3.03392, 3.44066, -2.64924], [-2.22796, 0.57067, -0.81719], [1.69454, -6.67618, -1.04196], [-5.32395, -6.13318, 4.91802], [4.56769, 2.54777, -3.86719], [-0.06026, 2.08528, -1.94251], [0.36498, -1.07611, -5.80338], [-5.14523, -7.02354, 1.83517], [-4.68000, -2.84122, 3.32438], [2.56123, -6.07892, -0.13090], [2.52354, 5.28085, 0.45678], [3.46789, -6.58986, 0.17262], [-2.73344, -1.00004, 1.55521], [-2.14308, -2.66438, -2.72068], [3.01908, 0.07796, -3.15571], [4.22300, 4.11777, -5.75727], [-1.18568, 5.10398, -2.69118], [1.20000, 2.48285, 0.23262], [1.92528, -7.65721, -1.44040], [-5.79487, -3.86468, 3.60161], [0.20185, -3.30110, 5.22581], [0.52344, -0.75708, -2.45598], [0.58296, -2.82864, 2.50861], [-1.11868, 9.13184, 0.19156], [-4.72630, -7.58292, 4.24545], [-2.87317, 8.86272, -1.53135], [-1.30175, -2.08326, -3.05355], [-0.99013, -1.95156, -4.37786], [2.21461, 1.01509, -5.06891], [-4.21707, -3.89214, 0.24354], [4.45261, 6.64811, 0.98093], [0.87079, -0.56475, -3.77368], [-0.15602, 3.44589, 0.81405], [1.17903, 4.76386, -0.83673], [-5.94447, -4.74114, 1.69678], [0.37577, 3.12528, -0.08788], [-4.53587, -2.26224, 4.23699], [-0.66385, -4.27293, -1.22096], [-2.91236, 6.84301, -2.95901], [-1.13677, 8.24385, -0.43011], [1.64996, -2.69278, 3.39357], [-2.47982, -1.36651, 2.46432], [2.94860, -4.37223, 1.10186], [-5.04464, -1.89755, 2.14997], [2.62882, -2.39734, 3.03530], [0.53712, -6.02359, -1.43784], [-6.76096, -3.37179, 3.52247], [-3.99555, -1.64768, 1.07870], [3.80504, 3.31820, -3.80444], [0.10350, -1.17465, -4.75230], [3.49408, 1.41389, 1.70687], [3.61012, 4.19679, -4.86475], [3.46079, 6.24939, 0.09068], [-0.67119, -3.22555, 2.99224]],
  "lowdin_spin": [0.000, 0.052, 0.000, 0.001, 0.000, 0.000, 0.000, 0.000, 0.000, 1.611, 0.000, 0.000, 0.004, 0.001, 0.000, 0.000, 0.000, 0.000, 0.000, 0.000, 0.000, 0.000, 0.000, 0.000, 0.000, 0.000, 0.000, 0.000, 0.000, -0.001, 0.000, 0.000, 0.000, 0.000, 0.000, 0.000, 0.000, 0.000, -0.001, 0.008, 0.001, 0.000, 0.000, 0.001, 0.000, 0.010, 0.002, 0.001, 0.019, 0.000, 0.000, 0.010, 0.000, 0.000, 0.000, -0.001, -0.001, 0.000, 0.000, 0.000, 0.015, 0.001, 0.000, 0.074, 0.000, 0.000, 0.050, 0.000, 0.000, 0.000, 0.001, 0.001, 0.000, 0.000, 0.001, 0.000, 0.000, 0.009, 0.000, -0.001, 0.000, 0.000, 0.000, 0.000, 0.000, 0.002, 0.026, 0.017, 0.000, 0.000, 0.000, 0.021, -0.002, 0.000, 0.025, 0.000, 0.000, 0.000, 0.000, 0.000, 0.000, 0.000, 0.000, 0.000, 0.000, 0.003, 0.005, 0.000, -0.001, 0.000, 0.000, 0.000, -0.001, 0.000, 0.028, 0.000, 0.000, 0.000, 0.007],
  "s2": 2.012,
  "spin_multiplicity": 3,
  "homo_lumo_gap_ev": [5.190, 4.995],
  "energy_ha": -5165.23826,
  "homo_ev": [-13.9, -13.9],
  "relative_energy_kj_mol": 86.4,
  "charge": 3
}


No. 2
{
  "formula": "C51H57Cl2N6O5P3Ru",
  "method": "ωB97M-V/def2-TZVPD",
  "elements": ["H", "P", "C", "C", "H", "C", "N", "C", "H", "H", "C", "H", "H", "C", "H", "C", "H", "N", "C", "C", "C", "C", "C", "C", "H", "C", "H", "N", "H", "C", "Ru", "H", "P", "H", "C", "C", "C", "O", "H", "H", "C", "H", "H", "H", "H", "H", "H", "C", "C", "C", "C", "C", "H", "Cl", "C", "C", "H", "C", "H", "C", "C", "C", "H", "N", "H", "H", "C", "H", "C", "H", "H", "H", "C", "P", "C", "C", "H", "H", "C", "H", "H", "H", "C", "O", "H", "H", "C", "O", "N", "C", "H", "H", "O", "C", "C", "H", "H", "H", "O", "C", "Cl", "H", "H", "H", "C", "C", "H", "C", "N", "H", "C", "C", "H", "C", "H", "C", "H", "H", "H", "H", "C", "H", "C", "H", "H"],
  "xyz": [[-0.40890, -1.56129, -5.23513], [-1.07491, 0.12434, -2.68356], [5.55205, 0.81139, -2.54060], [4.25101, 0.83231, -0.48401], [-3.30999, 2.13442, -4.01164], [-2.32978, 1.90693, -4.44841], [3.92073, 2.94492, 0.69175], [-2.83811, -1.45053, -4.17173], [3.24935, 2.46310, 1.25941], [2.61903, 0.62035, -4.33669], [-0.09955, -3.73522, -1.79096], [-4.80475, -2.26681, -4.64463], [-0.28812, -3.76864, -2.85701], [-1.55496, 0.89615, 7.16130], [-0.48007, 2.90002, -1.99935], [0.28145, -0.79499, -4.88258], [-3.39465, 0.74811, 8.25576], [-1.29348, -1.97669, 2.98729], [-1.08928, 3.86861, -3.87751], [3.63325, -0.48018, 4.65737], [3.01030, 0.70837, 4.29502], [-0.89328, 0.62042, 5.97191], [-4.45953, -5.10710, 1.32525], [-2.88649, 0.53733, 7.32232], [4.62868, -0.90355, -1.66494], [-4.56227, -2.36842, 1.78664], [-4.50972, -2.48768, -2.21245], [-1.35769, 1.56647, -3.40210], [6.42815, 2.68885, -3.10301], [4.79650, 0.16616, -1.57864], [-0.60725, 0.09110, 0.95307], [-0.94149, -3.95551, 3.66054], [-1.86153, -1.97646, 1.38965], [-0.97376, 2.89835, -5.81150], [1.55897, -0.51736, -2.82517], [5.80035, 2.16541, -2.39101], [-0.72153, -2.98704, 0.41155], [-0.76136, 0.34012, -1.24217], [-4.42531, -6.17373, 1.14272], [-1.19176, -2.74971, 4.93804], [3.54523, -0.01180, 0.56471], [-4.59337, -1.29468, 1.94951], [-0.33014, 4.59178, -4.17042], [1.85814, -2.26665, -4.97888], [3.42033, -2.60599, 4.88554], [-3.45709, -0.83087, 4.27805], [-6.55159, -5.10068, 1.79957], [1.69091, 0.69565, 3.86828], [-1.56819, -0.03112, 4.94093], [1.01859, -4.36491, -1.25352], [-4.36506, -1.43253, -4.10030], [-5.71159, -3.13071, 1.91649], [2.13260, -4.79536, 0.52931], [5.14590, 4.24128, 3.03718], [-0.48918, 2.71605, -3.07229], [-3.56981, -0.08491, 6.28444], [-1.85236, 4.38454, -3.29081], [-3.30415, -4.35199, 1.19128], [-1.02391, 1.39211, 7.96373], [2.81645, 6.44265, -0.10718], [-2.91955, -0.35468, 5.09237], [-3.35538, -2.98373, 1.44061], [4.32104, 6.92139, 2.88454], [-2.40458, -0.81855, -2.90560], [0.14451, 0.90076, 5.86260], [-1.83347, -2.54488, -1.38134], [3.25574, 7.10257, 1.02610], [1.20636, 1.61515, 3.55992], [2.48737, -0.42121, -4.03371], [2.06154, -0.93292, -6.12986], [5.97163, 0.26430, -3.37526], [3.04861, 8.15737, 1.15254], [3.95404, 6.41434, 2.00247], [-0.77227, -0.40526, 3.35772], [-3.57653, -0.54110, -2.03994], [1.26125, -4.30817, 0.11052], [-5.64994, -1.13385, -2.34432], [-4.75041, -0.50097, -4.52142], [3.04447, 5.08332, -0.24859], [1.70265, -4.89260, -1.90564], [-2.46943, -0.92479, -5.05129], [3.55659, 1.64301, 4.34169], [4.44252, 2.22016, -0.38248], [-2.70759, 1.06167, 0.46240], [0.61641, -3.53221, 2.00331], [-2.37168, -4.82262, 0.90409], [1.60532, -1.69147, 4.20306], [-1.20236, 2.32698, 1.03854], [0.19420, -0.63211, -3.42058], [-4.64544, -1.47161, -2.59566], [2.27433, 6.97079, -0.88006], [1.63541, 0.34210, -2.16102], [1.32121, -0.85731, 0.28623], [0.40157, -3.60681, 0.94384], [-1.51000, -3.06943, 3.94854], [5.46737, 3.91238, -1.19753], [3.94328, 0.20463, 1.56168], [-3.33035, -0.72245, -0.99583], [1.48210, 1.14282, 1.11976], [3.73863, 4.34696, 0.72349], [2.36183, 4.29911, -1.63286], [1.05764, -2.62669, 4.19812], [3.73076, -1.05933, 0.33811], [-2.46480, 1.10031, -5.16945], [0.97805, -0.50519, 3.83058], [4.19585, 5.06182, 1.83882], [4.66446, -0.46863, 4.98872], [5.25811, 2.85556, -1.32194], [-2.34144, 2.23475, 0.59110], [0.54442, 2.52035, -3.38745], [2.03876, 0.11479, 0.64982], [-0.96620, -3.04458, -0.96151], [-2.46598, -2.47858, -4.21486], [2.93487, -1.67903, 4.60365], [3.46672, -0.84244, -3.82123], [-5.65628, -4.50145, 1.69281], [-2.56327, -3.34773, 4.00046], [-4.61170, -0.35492, 6.40447], [-3.90005, 0.50274, -2.12411], [1.77619, -1.40468, -2.22594], [1.73564, -1.18982, -5.12255], [-2.49740, 3.76841, -5.56952], [-1.73721, 3.16415, -5.07619], [0.04888, 0.14613, -5.40250], [-6.64906, -2.66125, 2.18707]],
  "lowdin_spin": [0.000, 0.000, 0.000, 0.000, 0.000, 0.000, 0.000, 0.000, 0.000, 0.000, 0.000, 0.000, 0.000, 0.000, 0.000, 0.000, 0.000, -0.005, 0.000, 0.000, 0.000, -0.002, 0.000, -0.001, 0.000, 0.000, 0.000, 0.000, 0.000, 0.000, 0.919, 0.000, -0.007, 0.000, 0.000, 0.000, 0.002, 0.001, 0.000, 0.000, 0.000, 0.000, 0.000, 0.000, 0.000, 0.000, 0.000, 0.000, -0.004, 0.002, 0.000, 0.000, 0.000, 0.000, 0.000, 0.000, 0.000, -0.001, 0.000, 0.000, -0.001, 0.000, 0.000, 0.000, 0.000, 0.000, 0.000, 0.000, 0.000, 0.000, 0.000, 0.000, 0.000, -0.021, 0.000, 0.000, 0.000, 0.000, 0.000, 0.000, 0.000, 0.000, 0.000, 0.031, 0.000, 0.000, -0.001, 0.072, 0.000, 0.000, 0.000, 0.000, -0.015, 0.001, -0.001, 0.000, 0.000, 0.000, 0.027, 0.000, 0.000, 0.000, 0.000, 0.000, -0.001, 0.000, 0.000, 0.000, 0.000, 0.000, 0.002, 0.002, 0.000, 0.000, 0.000, 0.000, 0.000, 0.000, 0.000, 0.000, 0.000, 0.000, 0.000, 0.000, 0.000],
  "s2": 0.761,
  "spin_multiplicity": 2,
  "homo_lumo_gap_ev": [5.729, 6.015],
  "energy_ha": -4721.56761,
  "homo_ev": [-9.5, -9.5],
  "relative_energy_kj_mol": 0.0,
  "charge": 1
}